1.
9
Properties=species:S:1:pos:R:3:forces:R:3:mulliken_spin:R:1 method="wB97M-V/def2-TZVPD" s2=8.761 relative_energy_kj_mol=80.8 e_homo_ev="-21.35 / -24.08" charge=+3 molar_mass_da=236.0 orbital_gap_ev="4.359 / 6.644" multiplicity=6
O 0.08600 0.66146 0.89988 -0.21 -0.49 0.00 0.17
C 0.62966 0.12374 -0.16276 -4.88 -0.34 0.81 0.19
C -0.59987 -0.37932 -0.74572 0.78 0.02 -1.01 0.46
C -1.36699 0.14657 0.38663 1.00 0.86 0.43 0.01
H -0.83378 -0.85764 -1.69229 -0.11 -0.04 0.17 0.02
H -1.81961 -0.56999 1.08027 0.23 0.16 0.11 0.02
H -1.95211 1.06072 0.24395 -0.11 -0.20 -0.09 0.03
O 1.82933 0.04240 -0.43224 6.69 -0.57 0.99 0.00
Ho 4.02737 -0.22795 0.42228 -3.39 0.59 -1.41 4.12

=====

2.
11
Properties=species:S:1:pos:R:3:forces:R:3:mulliken_spin:R:1 method="wB97M-V/def2-TZVPD" s2=8.760 relative_energy_kj_mol=216.3 e_homo_ev="-21.54 / -22.07" charge=+3 molar_mass_da=268.0 orbital_gap_ev="8.848 / 4.831" multiplicity=6
C -1.75469 -0.44387 -0.04435 -0.41 0.40 -0.74 0.27
C -1.33523 0.43188 -0.96017 1.45 -1.00 0.72 0.23
H -0.85750 1.34493 -1.31265 -0.44 -0.29 -0.32 0.01
Ho -3.32124 -1.62690 1.57318 -0.05 -0.63 0.41 3.01
O -0.89640 -0.87112 -1.12185 -0.37 0.76 0.07 0.48
O -3.49857 2.63838 -0.58829 0.78 -3.69 0.16 0.89
C -3.67281 3.82794 -0.72498 -2.97 8.46 0.20 -0.05
O -2.73001 4.72149 -0.98818 -0.46 -2.24 0.17 0.13
O -4.84834 4.39088 -0.51318 1.51 -2.94 -0.28 0.03
H -1.86521 4.29557 -1.05990 0.91 0.38 -0.26 0.00
H -4.80669 5.35224 -0.61394 0.05 0.79 -0.14 0.00

=====

3.
9
Properties=species:S:1:pos:R:3:forces:R:3:lowdin_charge:R:1 method="wB97M-V/def2-TZVPD" relative_energy_kj_mol=63.6 e_homo_ev=-9.54 smiles="C=CC#N.II" molar_mass_da=306.9 orbital_gap_ev=7.674
C -1.23029 -0.42991 0.68754 -0.59 1.43 -6.53 0.06
C -0.55527 0.70000 0.45142 -1.73 -2.32 0.80 -0.26
C -0.72146 1.46586 -0.66893 -0.37 2.43 -3.37 -0.27
N -0.78326 2.21634 -1.55115 -0.02 -0.87 0.79 0.17
H -1.01350 -1.02741 1.43610 0.71 -2.61 3.86 0.00
H -1.71903 -0.93551 -0.26575 0.42 1.28 2.39 0.13
H 0.13504 1.12794 1.07613 1.42 0.69 2.08 0.06
I 2.81455 -0.43629 0.10831 0.18 -0.05 -0.04 0.08
I 3.07320 -2.68102 -1.27368 -0.02 0.02 0.02 0.03

=====

4.
10
Properties=species:S:1:pos:R:3:forces:R:3:lowdin_charge:R:1 method="wB97M-V/def2-TZVPD" relative_energy_kj_mol=205.8 e_homo_ev=-8.83 molar_mass_da=210.0 orbital_gap_ev=7.969
C 0.46098 -2.12170 -0.06391 0.76 2.75 0.64 -0.15
C 0.56189 -0.53008 0.10932 -0.11 -0.72 -3.53 -0.21
C 2.14357 0.77944 -0.00850 -2.18 -1.64 -1.49 -0.79
N 0.28559 -3.26124 -0.00983 0.20 0.75 -0.27 0.12
N -0.36676 0.11277 -0.77002 0.00 -0.11 0.06 -0.01
O 1.79228 1.79457 -0.49476 0.60 -0.58 0.95 -0.03
I 4.11350 0.03259 0.11186 0.30 0.09 0.27 0.79
H 0.28842 -0.31482 1.06611 -0.33 0.29 2.83 0.06
H -0.45546 1.15100 -0.62493 0.12 -1.90 -0.71 0.11
H -0.62968 -0.34462 -1.66886 0.64 1.07 1.25 0.11

=====

5.
9
Properties=species:S:1:pos:R:3:forces:R:3:lowdin_charge:R:1 method="wB97M-V/def2-TZVPD" relative_energy_kj_mol=417.1 e_homo_ev="-8.01 / -7.42" molar_mass_da=198.0 orbital_gap_ev="6.792 / 5.577"
C -1.63685 0.22862 -0.39262 0.90 0.09 0.51 0.10
C -0.67836 -0.13884 0.56393 -2.80 2.11 -2.06 -0.14
C 0.34973 -0.94615 0.20317 3.22 -1.59 -0.51 -0.18
O 1.00892 -1.88151 0.05767 -0.92 1.33 -0.01 0.21
O 1.77214 1.06615 -0.02586 -1.23 -0.97 0.20 -1.06
I 3.56332 0.45575 -0.24138 0.23 -0.17 -0.03 0.73
H -2.47607 1.00499 -0.18789 1.82 -1.61 -0.38 0.11
H -1.45109 -0.17739 -1.44263 -0.83 0.60 1.59 0.10
H -0.45174 0.38838 1.46562 -0.40 0.21 0.68 0.12

=====

6.
8
Properties=species:S:1:pos:R:3:forces:R:3:lowdin_charge:R:1 method="wB97M-V/def2-TZVPD" relative_energy_kj_mol=546.4 e_homo_ev="-9.05 / -8.73" molar_mass_da=198.0 orbital_gap_ev="5.271 / 4.763"
C 2.27433 -0.81016 -0.05958 -2.70 -1.21 0.14 -0.16
C 2.89941 0.19887 -0.36256 2.43 1.85 -0.42 -0.87
C -2.01819 -0.03668 0.28082 -0.37 -0.77 0.06 -0.50
S -0.86329 -1.15108 -0.61261 0.35 0.39 0.68 0.67
I 4.67511 1.26267 -0.55573 -1.45 -0.70 0.09 0.75
H -3.07182 -0.39405 0.44445 1.20 -1.08 0.29 0.05
H -2.35059 0.73464 -0.39782 1.07 1.12 0.07 0.01
H -1.54496 0.19580 1.26301 -0.53 0.38 -0.92 0.05

=====

7.
11
Properties=species:S:1:pos:R:3:forces:R:3:lowdin_charge:R:1 method="wB97M-V/def2-TZVPD" relative_energy_kj_mol=0.0 e_homo_ev=-5.89 molar_mass_da=150.5 orbital_gap_ev=4.547
O -1.22656 -1.13687 -0.85113 -3.54 8.54 -5.97 -0.43
C -0.61600 -2.13619 -0.52540 4.72 -6.42 7.30 -0.65
C 0.33648 -1.99326 0.55307 -0.32 2.12 -1.98 -0.10
K -2.16639 -0.55335 -3.23696 0.22 -0.24 0.66 0.90
Mg 0.26210 0.09068 -0.07048 -0.16 -0.99 0.65 0.81
H -1.11236 -2.59611 0.33991 -1.84 -2.18 0.22 0.07
H 0.31649 -2.58894 1.46004 0.92 -1.14 -0.77 -0.01
O 1.83139 2.34183 0.83639 0.84 -0.15 0.30 -0.02
C 0.64745 2.17678 0.23297 -1.28 -0.34 -0.67 -0.57
O -0.10394 3.13571 0.13889 0.18 0.01 -0.03 -0.07
H 1.83134 3.25971 1.12272 0.25 0.78 0.30 0.09

=====

8.
11
Properties=species:S:1:pos:R:3:forces:R:3:mulliken_spin:R:1 method="wB97M-V/def2-TZVPD" s2=0.771 relative_energy_kj_mol=278.6 e_homo_ev="-19.72 / -21.05" charge=+3 molar_mass_da=150.5 orbital_gap_ev="4.860 / 6.182" multiplicity=2
H 1.98422 -1.13448 -1.88696 -0.12 0.07 0.11 0.89
C 0.99499 0.17669 -0.08720 0.98 1.06 0.08 0.09
C -0.09307 1.03157 -0.61144 0.64 -0.08 -0.95 -0.04
O -1.30090 0.38151 -0.15914 -1.20 -0.63 0.48 0.00
C -0.97427 -0.58194 0.61958 1.91 2.10 -0.84 0.01
O 0.39965 -0.68047 0.71748 -0.74 -1.04 0.02 0.02
O -1.68790 -1.28541 1.29482 -2.18 -1.29 0.99 0.00
Mg -3.46560 -1.74263 1.89609 0.54 -0.02 -0.12 0.00
H -0.07199 1.06186 -1.71215 -0.21 0.04 0.25 0.01
H -0.06578 2.06277 -0.22611 0.05 -0.23 0.00 0.01
K 4.28066 0.71052 0.15503 0.32 0.01 -0.03 0.01

=====

9.
12
Properties=species:S:1:pos:R:3:forces:R:3:mulliken_spin:R:1 method="wB97M-V/def2-TZVPD" s2=2.460 e_homo_ev="-16.80 / -15.50" charge=+2 molar_mass_da=269.9 orbital_gap_ev="7.702 / 6.259" multiplicity=3
O -0.06377 -1.88127 -0.79885 -1.49 2.41 1.50 0.01
Li -1.20060 -3.13110 -0.16266 -0.07 -0.44 -0.42 0.01
C -0.01889 -0.72897 -0.27908 1.82 -3.38 -0.69 0.01
O 1.29076 -0.44933 0.01987 -0.57 0.09 0.38 0.01
C 1.74249 0.91950 -0.27974 0.49 0.28 0.76 -0.02
H 2.31961 0.85603 -1.21597 -0.19 0.13 0.29 0.00
H 2.44962 1.15379 0.53186 0.08 0.01 -0.40 0.02
Tm -0.30270 1.96908 -0.24698 -1.50 1.20 -1.93 1.30
C -2.12405 0.07543 0.20789 0.79 1.48 -5.58 0.60
O -2.21710 0.79070 -0.89390 0.16 -1.72 5.54 0.16
Li 0.14491 0.32161 1.81199 0.95 -0.88 0.71 -0.16
H -2.02026 0.10455 1.30558 -0.47 0.82 -0.16 0.06

=====

10.
10
Properties=species:S:1:pos:R:3:forces:R:3:mulliken_spin:R:1 method="wB97M-V/def2-TZVPD" s2=2.025 relative_energy_kj_mol=561.0 e_homo_ev="-17.60 / -19.10" charge=+2 molar_mass_da=273.1 orbital_gap_ev="7.006 / 8.157" multiplicity=3
H 2.65899 -1.01741 0.73506 0.38 -0.44 -0.91 0.00
O -0.83653 -0.51196 -0.96042 -4.48 2.43 0.54 0.11
C -0.85675 -0.08425 0.28622 -6.83 1.15 0.46 0.86
C -0.20357 0.93831 0.85075 1.94 -0.42 -0.79 0.76
C 1.73802 -0.74099 0.19863 -3.78 0.68 0.54 0.05
O 0.97761 -0.13004 1.01610 5.89 0.93 1.95 0.05
Pt 0.68294 -1.31783 -1.44505 6.51 -2.38 -0.74 0.07
Li -2.18688 0.19555 -2.05684 -0.54 0.07 -0.34 0.01
H -0.24617 1.97274 0.52515 1.61 0.42 0.16 0.04
H -1.72766 0.69587 0.85041 -0.69 -2.45 -0.87 0.04

=====

11.
10
Properties=species:S:1:pos:R:3:forces:R:3:lowdin_charge:R:1 method="wB97M-V/def2-TZVPD" relative_energy_kj_mol=117.0 e_homo_ev=-23.57 charge=+3 molar_mass_da=123.0 orbital_gap_ev=7.438
O -1.21493 -0.87670 1.40755 0.18 0.44 -2.44 -0.02
C -0.46020 -0.47131 0.52947 1.05 0.13 2.47 -0.33
C 0.92185 0.05882 0.85968 -0.55 0.05 -1.45 0.03
H 1.54816 -0.74947 1.23480 0.07 -0.30 0.20 0.14
H 1.38530 0.47400 -0.03656 0.26 0.00 0.03 0.09
H 0.86075 0.85556 1.59951 -0.20 0.03 0.33 0.14
O 0.12084 0.63805 -2.82695 -2.17 -1.57 1.73 -0.03
C 0.92145 1.19487 -3.40358 1.92 1.38 -1.52 0.27
Sc -1.26156 -0.48834 -1.48445 0.41 0.00 -0.73 1.80
Li -2.82167 -0.63549 2.12054 -0.98 -0.16 1.37 0.90

=====

12.
10
Properties=species:S:1:pos:R:3:forces:R:3:mulliken_spin:R:1 method="wB97M-V/def2-TZVPD" s2=0.781 relative_energy_kj_mol=122.1 e_homo_ev="-13.87 / -14.94" charge=+1 molar_mass_da=94.0 orbital_gap_ev="8.832 / 8.505" multiplicity=2
O -1.16345 -0.98183 -0.27847 0.35 0.48 0.04 -0.17
C -0.55197 -1.71184 0.51194 -0.16 2.61 -0.43 0.55
O 0.23858 -1.45200 1.36434 0.64 -0.93 0.77 0.10
Li 0.95022 0.35361 1.84317 -0.19 -0.39 -0.15 0.01
C -0.68788 0.88551 0.11130 -0.21 -0.37 0.35 0.44
C 0.05141 1.63400 -0.71832 0.16 -0.98 -0.06 0.00
H -1.36203 1.24940 0.88594 -0.18 -0.42 -0.43 0.03
H 0.12541 2.71190 -0.54004 -0.20 -0.19 -0.04 0.03
O 0.81172 1.22408 -1.72629 0.13 0.28 0.20 0.00
H 0.95288 0.26750 -1.71207 -0.33 -0.08 -0.25 0.01